ORCA calculation (the ωB97M-V functional and the def2-TZVPD basis) on C22H27BN8W as an isolated structure.

ORCA input file:
```
! RIJCOSX wB97M-V def2-TZVPD def2/J DEFGRID3
* xyz 3 2
W 0.5327 -0.2603 -0.5452
C -3.2767 1.1477 -1.7840
C -2.1136 0.5298 -2.1187
N -1.2794 0.4689 -1.0171
N -1.9625 1.0785 0.0142
C -3.1453 1.4717 -0.4201
B -1.3317 1.3439 1.4397
N 0.0080 2.1093 1.2183
C 0.5382 3.2216 1.7165
C 1.8172 3.4145 1.1825
C 2.0240 2.3391 0.3655
N 0.9255 1.5196 0.3902
N -0.9050 -0.0965 1.9681
C -1.1130 -0.6344 3.1466
C -0.4336 -1.8738 3.2388
C 0.1759 -2.0339 2.0463
N -0.0800 -0.9444 1.2159
N -2.3104 2.0025 2.3038
C -2.6533 3.3217 2.5047
C -3.8473 3.3464 3.1577
C -4.1947 1.9892 3.3292
N -3.3015 1.1800 2.8035
H -4.1237 1.3515 -2.4173
H -1.7944 0.1321 -3.0632
H -3.8339 1.9481 0.2633
H 0.0036 3.8121 2.4430
H 2.4893 4.2295 1.3916
H 2.8841 2.0725 -0.2275
H -1.7592 -0.1319 3.8515
H -0.4271 -2.5428 4.0833
H 0.7823 -2.8414 1.6926
H -2.0586 4.1396 2.1343
H -4.3929 4.2167 3.4802
H -5.0637 1.5735 3.8157
C 2.6721 -1.0628 -1.2427
C 1.8998 -0.6667 -2.3695
C 0.7328 -1.5045 -2.4465
C 0.8172 -2.4588 -1.3766
C 2.0223 -2.2072 -0.6615
C 2.6877 -3.1421 0.2975
C -0.1289 -3.5962 -1.1740
C -0.1828 -1.6379 -3.6311
C 2.2228 0.4356 -3.3286
C 4.0155 -0.5426 -0.8359
H 3.4112 -3.7021 -0.3059
H 2.0199 -3.8840 0.7242
H 3.2475 -2.6373 1.0829
H 0.1569 -4.4010 -1.8585
H -1.1560 -3.3217 -1.4107
H -0.1002 -3.9983 -0.1643
H -1.1980 -1.9137 -3.3537
H 0.2086 -2.4374 -4.2641
H -0.2024 -0.7311 -4.2336
H 2.6091 -0.0259 -4.2437
H 2.9843 1.1128 -2.9504
H 1.3463 1.0163 -3.6209
H 4.7718 -1.2354 -1.2160
H 4.1320 -0.4910 0.2459
H 4.2308 0.4326 -1.2664
*
```

lowest unoccupied orbital energy (alpha / beta): -0.45012 / -0.43342 hartree
HOMO energy (alpha / beta): -17.4 / -17.4 eV
HOMO-LUMO gap (alpha / beta): 5.172 / 5.627 eV
calculated total energy: -1383.60045 a.u.

***

ORCA calculation (the ωB97M-V functional and the def2-TZVPD basis) on a 2-piece molecular cluster, F2H4N2P overall.

ORCA input file:
```
! RIJCOSX wB97M-V def2-TZVPD def2/J DEFGRID3
* xyz 1 3
N -0.6608 0.2924 -1.2611
N 0.0281 0.5217 1.5019
F 1.9927 -0.9285 -0.6221
F -0.9715 -1.6098 0.1351
P -0.0927 -0.3582 0.0715
H -0.8807 1.2321 -1.5889
H -0.2623 -0.1766 -2.1826
H -0.1031 0.1138 2.4459
H 0.9504 0.9130 1.5004
*
```

lowest unoccupied orbital energy (alpha / beta): -0.13898 / -0.36777 hartree
HOMO energy (alpha / beta): -13.8 / -17.1 eV
HOMO-LUMO gap (alpha / beta): 9.991 / 7.086 eV
energy relative to the best compared isomer or geometry (same formula, charge and spin): 1.489 eV
calculated total energy: -652.57830 a.u.

***

Which of these has the highest calculated total energy?
F2H4N2P

***

calculated total energy of number 1 (C22H27BN8W)?
-1383.60045 a.u.

***

Among the records above, which one has the highest calculated total energy?
F2H4N2P